[1]
ORCA calculation (ωB97M-V with the def2-TZVPD basis set) on one molecule with the formula C9H19N3O4 at a distorted geometry.

Atoms and positions in Å:
N1 0.23363 1.93272 1.75585
C1 -0.59649 1.39017 2.89963
C2 -2.04909 1.45242 2.64908
C3 -2.46908 0.76678 1.33525
C4 -2.18624 -0.74957 1.50717
C5 -1.72733 -1.60744 0.25323
N2 -1.41424 -3.03069 0.83144
C6 -0.70973 -1.03441 -0.66685
O1 -0.96053 -1.41663 -1.83591
N3 0.37959 -0.31073 -0.36407
C7 1.13018 0.32094 -1.44069
C8 1.97298 1.67665 -0.99972
O2 1.09242 2.74545 -0.80934
C9 2.26151 -0.64009 -1.91482
O3 3.42030 -0.35346 -1.71016
O4 1.81320 -1.77444 -2.41492
H1 -0.05158 2.94094 1.66774
H2 1.19601 2.05673 2.13252
H3 -0.27714 0.37144 3.11904
H4 -0.21862 1.95148 3.80389
H5 -2.59672 1.00552 3.45889
H6 -2.43483 2.45366 2.46105
H7 -1.94346 1.04979 0.41209
H8 -3.52612 0.90577 1.16605
H9 -3.12836 -1.26065 1.80960
H10 -1.47093 -0.86226 2.36062
H11 -2.55066 -1.93939 -0.44615
H12 -0.48495 -3.03211 1.31160
H13 -1.31191 -3.60370 -0.02868
H14 0.55309 0.13977 0.51165
H15 0.57428 0.47205 -2.32186
H16 2.55735 1.43943 -0.14095
H17 2.71302 1.88957 -1.71687
H18 0.46885 2.40329 -0.14621
H19 0.85642 -1.58048 -2.54742

SMILES: NCCCC[C@H](N)C(=O)N[C@@H](CO)C(=O)O
Orbital gap (eV): 9.993
E (eV): -22300.818
Total charge: 0
HOMO energy (eV): -9.5963

[2]
ORCA calculation (ωB97M-V with the def2-TZVPD basis set) on a 2-piece molecular cluster, C9H19N5 overall at a distorted geometry.

Atoms and positions in Å:
C1 -2.24792 1.06680 0.62954
C2 -1.27806 2.09786 0.20080
C3 -0.34540 0.76045 2.40563
C4 0.53302 -0.47025 1.95580
C5 -0.74593 -2.31306 -0.25993
C6 0.66676 -2.39396 -0.75800
C7 -0.78611 0.92948 0.97014
C8 -0.04360 -1.04495 -0.69169
C9 0.17019 -0.16924 0.48154
N1 2.80163 1.74386 0.83735
N2 0.39450 0.56959 -2.45742
N3 -1.33639 -1.02665 -2.70045
N4 2.34592 1.21126 -0.26625
N5 -0.60060 -0.19059 -1.83263
H1 -2.61783 1.17356 1.63643
H2 -2.67820 0.31370 -0.03142
H3 -0.84328 2.19135 -0.82305
H4 -1.28369 3.06985 0.83293
H5 -1.08269 0.49878 3.07616
H6 0.23561 1.42748 2.92524
H7 1.59176 -0.53257 2.22401
H8 0.19894 -1.46466 2.24367
H9 -1.56075 -2.63617 -0.81749
H10 -0.84760 -2.30956 0.73904
H11 1.33092 -2.61227 -0.06866
H12 0.74181 -2.81367 -1.72920
H13 2.12514 2.43737 1.23433
H14 3.18326 1.11605 1.60606
H15 1.18501 -0.07764 -2.71230
H16 0.76069 1.27398 -1.81996
H17 -1.77190 -0.34595 -3.23769
H18 -0.94304 -1.71732 -3.31917
H19 2.74781 0.23711 -0.47335

Orbital gap (alpha / beta) (eV): 7.285 / 8.362
E (eV): -17082.333
Total charge: 0
HOMO energy (alpha / beta) (eV): -6.4793 / -7.5425

[3]
ORCA calculation (ωB97M-V with the def2-TZVPD basis set) on one molecule with the formula C9H19O4P at a distorted geometry.

Atoms and positions in Å:
C1 3.02587 2.45624 -0.08764
C2 1.70790 2.36704 0.68740
O1 1.38872 1.02882 1.03030
P1 0.63589 0.23959 -0.15502
O2 1.12581 0.75068 -1.40889
O3 1.08481 -1.28536 0.16626
C3 2.25654 -1.78819 -0.43695
C4 2.38959 -3.19437 -0.09624
C5 -1.51949 -0.02997 0.55815
C6 -1.43067 -0.73241 1.92645
O4 -2.18350 1.22683 0.54292
C7 -2.58967 0.17503 -0.37791
C8 -2.40439 0.67766 -1.79571
C9 -4.08364 -0.21258 -0.12903
H1 3.83121 2.37617 0.71471
H2 2.96664 1.72511 -0.83548
H3 3.27291 3.50868 -0.54205
H4 1.00130 2.71754 0.01232
H5 1.67994 2.89562 1.66585
H6 2.05327 -1.62409 -1.57739
H7 3.17538 -1.21438 -0.02392
H8 2.29731 -3.48261 0.91064
H9 1.67548 -3.90212 -0.43461
H10 3.29860 -3.66960 -0.37643
H11 -0.46577 -0.60617 2.40410
H12 -1.67882 -1.71634 1.82488
H13 -2.19429 -0.06655 2.48043
H14 -2.18023 -0.19971 -2.51578
H15 -1.53150 1.29904 -1.83286
H16 -3.32988 1.20421 -2.13905
H17 -4.88622 0.19380 -0.76694
H18 -4.27295 0.18920 0.85684
H19 -4.11613 -1.30680 -0.24938

SMILES: CCOP(=O)(OCC)[C@@]1(C)OC1(C)C
Orbital gap (eV): 10.110
E (eV): -27118.184
Total charge: 0
HOMO energy (eV): -9.2082

[4]
ORCA calculation (ωB97M-V with the def2-TZVPD basis set) on C9H20AgCl2F2N2O4S2 as an isolated structure at a distorted geometry.

Atoms and positions in Å:
Ag1 -16.53737 7.52370 7.12406
C1 -13.37256 5.38101 5.65676
C2 -14.60139 4.56683 6.05727
C3 -14.26645 3.30977 6.84506
C4 -15.19385 2.14039 6.72088
N1 -16.54591 2.28927 7.44389
C5 -17.32661 3.50772 6.88662
C6 -18.64476 2.93705 6.39999
C7 -18.36402 1.47396 6.00999
C8 -17.45809 1.08030 7.18590
C9 -16.20957 2.42995 8.90821
H1 -13.88319 6.30894 5.36844
H2 -12.81298 5.02070 4.79888
H3 -12.80956 5.73112 6.52328
H4 -15.08882 4.36014 5.09886
H5 -15.27171 5.17677 6.63401
H6 -14.08892 3.58116 7.89044
H7 -13.27940 2.91217 6.58556
H8 -14.76851 1.24901 7.18177
H9 -15.49961 1.98984 5.68354
H10 -17.39251 4.21408 7.71330
H11 -16.77528 3.95573 6.06456
H12 -19.41341 2.99214 7.16955
H13 -18.99059 3.47988 5.52116
H14 -19.30427 0.92871 5.96607
H15 -17.84614 1.32031 5.06404
H16 -18.06428 1.00426 8.08860
H17 -16.73946 0.26127 7.20431
H18 -15.77926 3.42421 9.02156
H19 -15.69075 1.54823 9.27107
H20 -17.19747 2.43875 9.37389
Cl1 -16.27773 5.66675 9.35106
Cl2 -18.27554 6.40355 5.25986
N2 -16.19054 9.71636 7.75318
S1 -15.11212 10.42577 8.64399
O1 -15.41711 10.49648 10.04525
O2 -14.33863 11.50419 8.05993
F1 -14.10857 9.15916 8.54148
S2 -17.03956 11.08472 7.37650
O3 -16.52810 11.83245 6.26436
O4 -17.66317 11.86346 8.43562
F2 -18.34957 10.34279 6.83805

Orbital gap (eV): 7.673
E (eV): -76978.888
Total charge: -1
HOMO energy (eV): -5.8790

[5]
ORCA calculation (ωB97M-V with the def2-TZVPD basis set) on C9H20Cl2FeN2O2PS as an isolated structure at a distorted geometry.

Atoms and positions in Å:
C1 2.50607 1.57726 -1.74929
C2 2.12598 0.92008 -0.46610
H1 3.49471 2.04320 -1.63623
H2 1.77079 2.34724 -2.01854
H3 2.54182 0.85352 -2.57181
O1 2.80173 0.95813 0.55806
Cl1 -0.17989 -0.09190 -2.34346
Fe1 0.26744 -0.17554 -0.22443
P1 1.67737 -1.83702 -0.61364
C3 2.57537 -2.61976 0.76562
C4 0.67943 -3.21313 -1.28880
H4 2.59199 -1.30175 -2.79734
H5 3.45258 -2.66283 -2.01648
H6 3.77761 -0.97706 -1.49777
C5 3.00863 -1.67275 -1.85455
H7 -0.02837 -2.80407 -2.01550
H8 1.34445 -3.93490 -1.77909
H9 3.16844 -3.45839 0.37360
H10 1.85522 -2.98110 1.50945
H11 0.11923 -3.68734 -0.47867
H12 3.23834 -1.88237 1.23482
C6 0.89897 -0.26288 1.65497
O2 1.10144 -0.39058 2.78282
Cl2 -1.33004 -1.36636 0.63016
C7 -4.08295 2.72381 0.02644
N1 -2.85121 1.93800 -0.11740
C8 -1.91455 1.81395 0.83433
S1 -0.22471 1.85508 0.39905
N2 -2.23861 1.70519 2.12371
C9 -3.51861 1.18917 2.59083
H13 -4.18458 3.10977 1.04904
H14 -4.94389 2.08609 -0.23047
H15 -4.05783 3.56597 -0.68153
H16 -2.50703 1.84700 -1.07327
H17 -1.44955 1.58972 2.75896
H18 -3.34353 0.30817 3.21702
H19 -3.99743 1.95288 3.21173
H20 -4.14483 0.93550 1.73380

Multiplicity: 6
Orbital gap (alpha / beta) (eV): 6.856 / 6.003
Expectation value of S²: 8.85
E (eV): -96271.741
Total charge: +2
HOMO energy (alpha / beta) (eV): -16.1199 / -16.4994

[6]
ORCA calculation (ωB97M-V with the def2-TZVPD basis set) on C9H20Cl4N2O7 as an isolated structure at a distorted geometry.

Atoms and positions in Å:
Cl1 2.69848 9.27795 12.29884
C1 3.06185 7.85059 11.12016
C2 2.10803 6.67730 11.13963
Cl2 2.12915 5.87021 12.72610
H1 4.09685 7.52941 11.23729
H2 3.08879 8.25330 10.10763
H3 2.41139 5.99499 10.34558
H4 1.10888 6.97262 10.81932
Cl3 2.15746 8.67885 7.49657
C3 2.73288 10.09857 8.42510
C4 1.50323 10.89608 8.75333
Cl4 2.03538 12.35484 9.72003
H5 3.43214 10.64106 7.78883
H6 3.23769 9.67962 9.29559
H7 0.81661 10.24440 9.29368
H8 0.86576 11.18349 7.91719
C5 5.77665 8.07087 7.93988
N1 4.90725 7.89987 9.12998
O1 5.06471 6.91986 9.87307
O2 4.20770 8.87649 9.41515
H9 6.43923 7.21952 8.09578
H10 6.34045 8.97755 8.15938
H11 5.13442 8.08252 7.05926
C6 0.40068 13.23695 7.91979
N2 0.48553 14.62388 7.47792
O3 0.07128 14.82961 6.34827
O4 0.98889 15.48156 8.17490
H12 0.38983 12.65053 7.00104
H13 -0.51438 13.20326 8.51108
H14 1.21887 13.02179 8.60708
C7 3.40428 4.56310 4.56965
O5 3.61585 5.79251 5.17683
C8 3.19653 6.98692 4.73571
O6 2.47974 7.15656 3.73572
O7 3.67024 7.90422 5.59827
C9 3.23445 9.26948 5.48268
H15 3.92620 3.76475 5.09722
H16 3.84492 4.65775 3.57718
H17 2.35075 4.28535 4.60160
H18 2.19958 9.32563 5.82033
H19 3.31519 9.69093 4.48070
H20 3.68155 9.92892 6.22654

Orbital gap (eV): 8.493
E (eV): -77045.640
Total charge: 0
HOMO energy (eV): -10.0158